This record from the OMol25 dataset describes C57H57O5OsP3S as an isolated structure at a distorted geometry. The level of theory is the ωB97M-V functional and the def2-TZVPD basis.

Structure (ORCA input):
```
! RIJCOSX wB97M-V def2-TZVPD def2/J DEFGRID3
* xyz 4 1
Os -0.866 -0.019 -0.026
O 1.678 -0.982 -1.348
S 1.627 0.019 -0.262
C 2.712 -0.488 1.037
C 3.933 -1.007 0.641
C 4.950 -1.290 1.552
C 4.727 -0.996 2.881
C 5.609 -1.137 4.081
C 4.770 -0.600 5.262
C 3.431 -0.292 4.674
C 2.254 0.130 5.246
C 1.140 0.271 4.415
C 1.147 0.069 3.032
P -0.532 0.072 2.329
C -1.285 1.645 2.904
C -0.522 2.670 3.467
C -1.144 3.808 3.961
C -2.524 3.943 3.893
C -3.283 2.954 3.283
C -2.666 1.825 2.768
C -1.395 -1.253 3.253
C -2.769 -1.406 3.047
C -3.502 -2.301 3.806
C -2.865 -3.087 4.757
C -1.491 -2.992 4.920
C -0.753 -2.090 4.168
C 2.375 -0.285 2.405
C 3.463 -0.508 3.281
C 2.458 1.433 -1.017
C 3.641 1.931 -0.485
C 4.414 2.882 -1.150
C 3.968 3.350 -2.385
C 4.570 4.300 -3.360
C 3.550 4.389 -4.512
C 2.446 3.476 -4.121
C 1.257 3.126 -4.768
C 0.419 2.218 -4.144
C 0.696 1.625 -2.891
P -0.541 0.381 -2.362
C -2.184 1.136 -2.234
C -3.153 0.254 -1.715
C -4.455 0.692 -1.509
C -4.797 1.998 -1.829
C -3.835 2.874 -2.331
C -2.525 2.458 -2.511
C -0.533 -0.669 -3.836
C -1.636 -0.690 -4.693
C -1.532 -1.339 -5.914
C -0.350 -1.974 -6.276
C 0.743 -1.963 -5.416
C 0.657 -1.313 -4.195
C 1.917 1.939 -2.230
C 2.737 2.886 -2.876
H 4.098 -1.188 -0.416
H 5.890 -1.697 1.206
H 6.556 -0.609 3.960
H 5.878 -2.186 4.232
H 5.211 0.300 5.698
H 4.695 -1.311 6.086
H 2.163 0.307 6.309
H 0.200 0.526 4.891
H 0.551 2.572 3.561
H -0.547 4.590 4.414
H -3.003 4.821 4.308
H -4.359 3.058 3.222
H -3.275 1.074 2.284
H -3.275 -0.826 2.286
H -4.572 -2.379 3.661
H -3.437 -3.782 5.358
H -0.984 -3.616 5.644
H 0.317 -2.052 4.307
H 4.004 1.549 0.460
H 5.347 3.219 -0.716
H 5.545 3.933 -3.698
H 4.768 5.276 -2.908
H 3.980 4.097 -5.476
H 3.180 5.409 -4.660
H 0.991 3.534 -5.736
H -0.491 1.938 -4.659
H -2.910 -0.801 -1.577
H -5.209 0.013 -1.132
H -5.816 2.336 -1.698
H -4.119 3.889 -2.580
H -1.779 3.152 -2.875
H -2.561 -0.196 -4.425
H -2.378 -1.340 -6.588
H -0.283 -2.484 -7.228
H 1.663 -2.456 -5.700
H 1.498 -1.316 -3.516
C -4.023 -3.866 -0.707
C -3.536 -3.112 0.511
O -2.087 -3.160 0.666
P -1.026 -2.324 -0.148
O 0.330 -2.883 0.424
C 0.555 -3.891 1.461
C 0.338 -5.303 0.967
O -1.128 -2.720 -1.668
C -0.862 -4.085 -2.140
C -1.626 -4.349 -3.412
H -5.108 -3.948 -0.659
H -3.607 -4.874 -0.724
H -3.754 -3.351 -1.630
H -3.914 -3.570 1.421
H -3.857 -2.066 0.480
H -0.090 -3.666 2.310
H 1.595 -3.738 1.745
H -0.714 -5.489 0.758
H 0.657 -6.000 1.743
H 0.933 -5.494 0.074
H -1.150 -4.792 -1.362
H 0.213 -4.151 -2.303
H -2.700 -4.391 -3.240
H -1.313 -5.317 -3.805
H -1.412 -3.589 -4.160
C -1.911 4.020 0.150
C -0.541 3.446 0.164
C 0.583 4.407 0.363
O -0.322 2.242 0.014
H -2.069 4.613 1.052
H -2.675 3.251 0.075
H -2.006 4.715 -0.688
H 0.530 4.790 1.387
H 0.456 5.272 -0.290
H 1.557 3.951 0.204
*
```

highest occupied orbital energy (spin up / spin down)	-17.4 / -17.4	eV
Kohn-Sham gap (spin up / spin down)	3.61 / 3.68	eV
LUMO (spin up / spin down)	-0.508 / -0.506	Ha
DFT total energy	-111405.298	eV

Atom charges from the Mulliken analysis, given in e for atoms 1 to 4: number 1, Os, carries 0.687; number 2, O, carries -0.463; number 3, S, carries 1.174; number 4, C, carries -0.164